The following is a DFT calculation (ωB97M-V/def2-TZVPD) of C34H56B2CdN2O2P2 as an isolated structure in a non-equilibrium geometry.

## Properties
HOMO level = -7.1 eV
E_LUMO = 0.4954 eV
Electronic energy = -2489.4045 Eh
Orbital gap = 7.6 eV

ORCA input file:
```
! wB97M-V def2-TZVPD RIJCOSX def2/J DEFGRID3
* xyz 0 1
Cd -1.40 -18.46 5.57
C -0.06 -12.78 6.49
C -0.28 -14.07 5.66
C 0.93 -14.25 4.69
C -1.57 -13.91 4.79
P -0.49 -15.75 6.61
C -2.03 -15.31 7.61
N -3.14 -16.17 7.19
B -3.13 -17.37 6.36
N -4.53 -17.76 6.25
C -5.18 -18.81 5.45
P -3.89 -19.83 4.58
C -4.14 -21.51 5.45
C -3.91 -21.27 6.98
C -5.51 -22.19 5.22
C -3.00 -22.46 4.97
C -4.69 -19.86 2.81
C -3.87 -20.84 1.92
C -4.43 -18.41 2.27
C -6.21 -20.17 2.68
C -5.31 -16.88 7.01
C -6.69 -16.85 7.24
C -7.18 -15.84 8.08
C -6.34 -14.88 8.64
C -4.96 -14.88 8.42
C -4.45 -15.88 7.58
C 0.78 -15.93 7.99
C 2.07 -16.52 7.34
C 1.15 -14.66 8.81
C 0.22 -17.00 8.99
H -0.19 -11.89 5.85
H 0.97 -12.72 6.88
H -0.76 -12.69 7.33
H 0.94 -13.40 3.99
H 0.84 -15.17 4.09
H 1.88 -14.27 5.24
H -1.39 -13.18 3.98
H -2.41 -13.53 5.39
H -1.87 -14.86 4.35
H -2.31 -14.25 7.43
H -1.81 -15.43 8.69
H -5.84 -18.32 4.72
H -5.81 -19.43 6.09
H -4.78 -20.80 7.47
H -3.03 -20.65 7.18
H -3.75 -22.23 7.48
H -6.35 -21.49 5.41
H -5.62 -23.02 5.93
H -5.59 -22.61 4.22
H -2.00 -22.02 5.12
H -3.11 -22.75 3.92
H -3.07 -23.38 5.59
H -2.78 -20.70 2.02
H -4.12 -20.65 0.87
H -4.11 -21.90 2.12
H -3.36 -18.13 2.38
H -5.05 -17.65 2.78
H -4.70 -18.38 1.21
H -6.45 -21.22 2.91
H -6.51 -19.97 1.64
H -6.82 -19.53 3.32
H -7.38 -17.57 6.78
H -8.25 -15.80 8.30
H -6.78 -14.13 9.31
H -4.30 -14.14 8.87
H 2.59 -15.81 6.67
H 1.84 -17.44 6.78
H 2.77 -16.80 8.13
H 1.81 -13.98 8.24
H 1.70 -15.02 9.69
H 0.26 -14.10 9.15
H -0.26 -17.83 8.47
H -0.48 -16.58 9.73
H 1.07 -17.42 9.54
C 3.96 -25.12 6.46
C 4.16 -24.07 7.59
C 4.19 -24.81 8.96
C 5.50 -23.30 7.38
C 3.00 -23.08 7.52
C 2.08 -22.94 8.59
C 1.01 -22.04 8.54
C 0.90 -21.29 7.36
O -0.04 -20.35 7.03
B 0.28 -19.88 5.67
O 1.39 -20.56 5.22
C 1.79 -21.46 6.25
C 2.86 -22.34 6.32
H 4.73 -25.91 6.49
H 4.02 -24.66 5.47
H 2.98 -25.59 6.57
H 5.04 -25.48 9.01
H 3.28 -25.40 9.12
H 4.29 -24.09 9.79
H 6.34 -24.00 7.50
H 5.59 -22.49 8.12
H 5.56 -22.85 6.38
H 2.24 -23.57 9.47
H 0.31 -21.91 9.36
H 3.55 -22.48 5.48
*
```

The following is a DFT calculation (ωB97M-V/def2-TZVPD) of a 4-piece molecular cluster, C34H56FN3O8 overall in a non-equilibrium geometry.

## Properties
HOMO level = -8.7 eV
E_LUMO = -0.6187 eV
Electronic energy = -2195.0344 Eh
Orbital gap = 8.1 eV

ORCA input file:
```
! wB97M-V def2-TZVPD RIJCOSX def2/J DEFGRID3
* xyz 0 1
C 7.34 2.04 1.23
C 6.85 3.52 1.30
C 5.43 3.63 0.78
C 5.20 4.25 -0.42
C 3.92 4.32 -0.90
C 2.88 3.79 -0.19
C 3.09 3.19 1.02
C 4.38 3.11 1.49
C 1.95 2.64 1.79
O 2.06 2.28 2.95
C 0.62 2.55 1.11
C -0.41 1.87 1.71
C -1.64 1.82 1.10
C -1.85 2.45 -0.09
C -0.82 3.11 -0.68
F -1.07 3.70 -1.84
C 0.42 3.17 -0.11
C 1.52 3.90 -0.80
O 1.36 4.55 -1.81
H 6.48 1.38 1.24
H 7.84 1.82 0.30
H 7.96 1.76 2.08
H 6.91 3.90 2.30
H 7.51 4.03 0.60
H 6.00 4.68 -1.00
H 3.74 4.78 -1.85
H 4.57 2.64 2.44
H -0.27 1.37 2.65
H -2.45 1.28 1.57
H -2.83 2.43 -0.55
C 7.08 -5.52 0.56
O 6.57 -5.27 -0.73
C 5.16 -5.30 -0.84
C 4.54 -3.92 -0.93
N 4.64 -3.18 0.33
C 4.42 -1.74 0.24
C 5.23 -0.95 -0.77
O 6.60 -0.80 -0.46
C 7.38 -1.96 -0.68
H 8.14 -5.75 0.46
H 7.00 -4.65 1.22
H 6.58 -6.38 1.03
H 4.71 -5.88 -0.02
H 4.93 -5.82 -1.77
H 3.49 -4.01 -1.22
H 5.06 -3.40 -1.75
H 5.54 -3.35 0.74
H 4.63 -1.33 1.23
H 3.36 -1.56 0.04
H 4.83 0.07 -0.78
H 5.12 -1.32 -1.80
H 7.08 -2.50 -1.59
H 7.35 -2.62 0.18
H 8.41 -1.64 -0.81
C -9.14 2.77 2.21
O -9.01 1.85 1.15
C -9.65 2.24 -0.06
C -8.66 2.72 -1.11
N -8.08 4.01 -0.76
C -6.87 4.37 -1.50
C -5.68 3.41 -1.55
O -4.96 3.28 -0.33
C -5.59 2.49 0.66
H -8.88 2.25 3.13
H -8.45 3.62 2.11
H -10.16 3.14 2.30
H -10.44 2.97 0.12
H -10.13 1.34 -0.45
H -9.18 2.80 -2.07
H -7.90 1.93 -1.21
H -7.87 4.03 0.22
H -6.51 5.31 -1.06
H -7.16 4.60 -2.53
H -4.96 3.83 -2.26
H -5.95 2.42 -1.94
H -6.10 1.62 0.23
H -6.29 3.08 1.25
H -4.82 2.13 1.34
C -3.35 -4.24 -2.43
O -2.95 -5.02 -1.32
C -1.58 -5.39 -1.31
C -0.76 -4.58 -0.34
N -0.58 -3.20 -0.77
C -0.13 -2.26 0.26
C -0.89 -2.17 1.57
O -2.15 -1.56 1.49
C -3.17 -2.37 0.94
H -4.44 -4.27 -2.48
H -3.04 -3.20 -2.34
H -2.96 -4.65 -3.37
H -1.15 -5.37 -2.32
H -1.55 -6.44 -0.98
H 0.23 -5.05 -0.23
H -1.26 -4.64 0.63
H -1.45 -2.86 -1.16
H -0.15 -1.27 -0.20
H 0.91 -2.48 0.49
H -0.30 -1.51 2.22
H -0.96 -3.13 2.09
H -3.08 -3.42 1.25
H -3.17 -2.31 -0.16
H -4.13 -1.99 1.28
*
```

The following is a DFT calculation (ωB97M-V/def2-TZVPD) of C34H57AsBrCl3F6LaN4O9P2S as an isolated structure in a non-equilibrium geometry.

## Properties
HOMO level (alpha / beta) = -12.6 / -12.6 eV
E_LUMO (alpha / beta) = -5.4732 / -8.3980 eV
Electronic energy = -10128.0849 Eh
<S²> = 0.77
Orbital gap (alpha / beta) = 7.1 / 4.2 eV

ORCA input file:
```
! wB97M-V def2-TZVPD RIJCOSX def2/J DEFGRID3
* xyz 2 2
La -0.16 -0.85 -0.79
C -2.01 -5.91 -0.40
C -3.16 -5.36 -1.25
C -2.78 -5.15 -2.72
O -3.76 -4.17 -0.64
P -3.41 -2.70 -1.03
O -1.91 -2.57 -1.05
C -4.12 -1.75 0.30
P -3.00 -1.41 1.67
O -1.78 -0.74 1.10
O -2.81 -2.80 2.35
C -3.11 -3.46 3.63
C -4.58 -3.61 3.79
C -2.48 -2.81 4.83
O -3.75 -0.47 2.62
C -3.68 1.02 2.78
C -4.33 1.20 4.14
C -4.42 1.76 1.69
O -3.93 -2.30 -2.42
C -5.30 -2.11 -2.98
C -5.84 -0.74 -2.65
C -6.22 -3.25 -2.58
H -1.60 -6.76 -0.91
H -2.38 -6.24 0.58
H -1.24 -5.15 -0.24
H -4.00 -6.06 -1.19
H -2.09 -4.32 -2.79
H -3.67 -4.90 -3.27
H -2.30 -6.05 -3.14
H -5.02 -2.24 0.64
H -4.37 -0.79 -0.11
H -2.61 -4.39 3.42
H -5.04 -2.64 3.90
H -4.82 -4.17 4.68
H -5.00 -4.12 2.92
H -2.91 -1.84 5.03
H -1.42 -2.62 4.65
H -2.62 -3.46 5.69
H -2.61 1.27 2.75
H -5.42 1.13 4.07
H -4.07 2.17 4.55
H -3.97 0.41 4.84
H -5.49 1.59 1.75
H -4.03 1.45 0.71
H -4.24 2.83 1.79
H -5.07 -2.16 -4.04
H -6.24 -0.72 -1.63
H -6.63 -0.46 -3.37
H -5.05 0.03 -2.74
H -6.42 -3.23 -1.52
H -5.79 -4.21 -2.84
H -7.16 -3.12 -3.12
O 0.06 -2.13 -3.00
H -0.51 -1.56 -3.54
H -0.44 -2.95 -2.91
Br -2.41 0.82 -2.10
F 0.80 0.33 1.85
As 1.09 1.98 1.37
F 2.55 1.99 2.26
F 1.95 1.29 0.02
F 1.33 3.57 0.77
F -0.35 1.83 0.38
F 0.22 2.60 2.69
C 4.12 -0.85 0.72
N 3.32 -1.59 1.66
C 3.45 -1.23 3.07
C 2.31 -2.33 1.21
O 1.71 -2.07 0.10
N 1.91 -3.39 1.92
C 2.75 -4.07 2.92
C 0.62 -4.02 1.61
H 5.17 -1.13 0.86
H 4.02 0.22 0.93
H 3.76 -1.03 -0.30
H 3.41 -0.13 3.18
H 4.38 -1.57 3.54
H 2.66 -1.66 3.65
H 3.80 -3.82 2.78
H 2.59 -5.12 2.80
H 2.44 -3.81 3.93
H -0.18 -3.27 1.57
H 0.38 -4.72 2.41
H 0.69 -4.58 0.69
Cl 4.91 9.87 -2.52
C 4.49 8.19 -2.35
C 3.50 7.78 -1.46
C 3.15 6.43 -1.43
C 3.72 5.49 -2.29
C 3.23 4.06 -2.19
C 2.53 3.65 -3.48
N 2.15 2.23 -3.47
C 3.05 1.20 -3.70
C 2.43 0.09 -3.24
N 1.18 0.40 -2.79
C 1.02 1.70 -2.95
O 4.31 3.16 -1.93
C 4.60 3.00 -0.55
C 5.34 4.23 -0.05
C 4.91 5.12 0.96
Cl 3.61 4.88 1.95
S 5.94 6.50 1.26
C 6.91 5.95 -0.05
C 6.48 4.73 -0.61
C 4.71 5.95 -3.15
Cl 5.58 4.83 -4.20
C 5.12 7.26 -3.18
H 3.06 8.48 -0.78
H 2.35 6.13 -0.78
H 2.49 3.97 -1.40
H 3.20 3.80 -4.32
H 1.66 4.29 -3.59
H 4.01 1.46 -4.12
H 2.79 -0.93 -3.34
H 0.12 2.24 -2.70
H 5.28 2.15 -0.46
H 3.71 2.80 0.06
H 7.79 6.51 -0.31
H 7.02 4.25 -1.43
H 5.91 7.53 -3.88
*
```

The following is a DFT calculation (ωB97M-V/def2-TZVPD) of C34H57AsClN4OPRuS4 as an isolated structure.

## Properties
HOMO level (alpha / beta) = -3.5 / -3.6 eV
E_LUMO (alpha / beta) = 2.1335 / 1.4775 eV
Electronic energy = -6349.1274 Eh
<S²> = 8.78
Orbital gap (alpha / beta) = 5.6 / 5.1 eV

ORCA input file:
```
! wB97M-V def2-TZVPD RIJCOSX def2/J DEFGRID3
* xyz -1 6
Ru -0.16 -1.47 0.68
C -1.42 -0.85 2.63
C -2.25 -0.23 1.64
C -3.00 -1.28 1.02
C -2.55 -2.50 1.60
C -1.63 -2.25 2.64
C -1.26 -3.15 3.81
C -1.69 -4.60 3.54
C 0.24 -3.13 4.12
C -2.02 -2.63 5.04
C -4.24 -1.35 0.10
C -5.09 -0.08 0.02
C -5.21 -2.43 0.66
C -3.86 -1.77 -1.32
C -2.30 1.30 1.58
C -1.12 1.90 2.35
C -3.58 1.82 2.26
C -2.17 1.83 0.14
H -0.88 -0.33 3.40
H -2.91 -3.49 1.34
H -1.20 -4.99 2.65
H -2.78 -4.67 3.41
H -1.41 -5.23 4.39
H 0.81 -3.59 3.31
H 0.45 -3.67 5.04
H 0.60 -2.11 4.23
H -3.09 -2.55 4.84
H -1.65 -1.65 5.33
H -1.87 -3.31 5.89
H -5.54 0.14 0.99
H -5.90 -0.25 -0.70
H -4.53 0.79 -0.32
H -5.37 -2.28 1.73
H -4.82 -3.43 0.50
H -6.17 -2.36 0.15
H -3.36 -0.96 -1.85
H -4.77 -2.03 -1.89
H -3.20 -2.64 -1.30
H -1.26 1.83 3.43
H -1.02 2.96 2.10
H -0.19 1.40 2.09
H -3.76 1.26 3.18
H -4.46 1.73 1.63
H -3.46 2.88 2.52
H -1.14 1.68 -0.19
H -2.39 2.90 0.11
H -2.83 1.32 -0.56
S 4.68 -2.65 2.69
As 3.53 -1.97 1.06
S 1.83 -0.85 1.89
S 0.51 -3.99 0.70
S 2.42 -4.02 0.17
O 0.85 0.79 -0.61
P 2.09 1.43 -1.12
N 1.59 2.62 -2.20
C 0.24 3.19 -2.11
C 0.28 4.35 -3.09
C 1.70 4.89 -2.90
C 2.53 3.61 -2.75
N 3.12 0.40 -1.87
C 2.54 -0.74 -2.58
C 3.73 -1.36 -3.30
C 4.54 -0.13 -3.68
C 4.45 0.70 -2.41
N 3.05 2.27 -0.04
C 2.28 2.89 1.06
C 3.36 3.61 1.85
C 4.51 2.60 1.83
C 4.35 1.84 0.50
H 0.02 3.55 -1.10
H -0.50 2.44 -2.38
H -0.49 5.10 -2.88
H 0.15 3.98 -4.11
H 1.76 5.48 -1.98
H 2.05 5.51 -3.73
H 3.39 3.74 -2.09
H 2.89 3.28 -3.74
H 1.79 -0.41 -3.32
H 2.05 -1.43 -1.89
H 3.42 -1.98 -4.15
H 4.30 -1.97 -2.60
H 4.06 0.40 -4.51
H 5.57 -0.36 -3.96
H 4.59 1.77 -2.57
H 5.22 0.36 -1.70
H 1.82 2.12 1.68
H 1.51 3.54 0.65
H 3.03 3.85 2.86
H 3.64 4.54 1.35
H 4.41 1.91 2.66
H 5.49 3.08 1.90
H 4.39 0.76 0.68
H 5.14 2.09 -0.20
Cl -1.21 0.75 -4.67
C -0.83 -0.68 -3.76
C -0.48 -1.84 -4.43
C -0.24 -2.96 -3.65
C -0.36 -2.87 -2.28
N -0.67 -1.75 -1.63
C -0.92 -0.66 -2.38
H -0.40 -1.86 -5.51
H 0.03 -3.90 -4.12
H -0.20 -3.74 -1.65
H -1.20 0.23 -1.85
*
```